The following is a quantum chemistry calculation of C59H62N4O2STeTi as an isolated structure in a non-equilibrium geometry, from the Open Molecules 2025 dataset.

Each line ends with the Mulliken charge.
Positions of all 130 atoms, in Å:
Ti (0.95718, -0.37530, -0.03900)  -0.374
C (-1.85702, 2.14470, -2.14110)  -0.907
N (-2.10012, 0.72920, -2.28540)  0.177
C (-2.44492, 0.07250, -1.05060)  -0.295
C (-1.08452, 0.04070, -3.06550)  -0.482
C (0.36918, 0.52270, -3.10160)  0.815
C (0.77338, 1.00900, -4.34390)  -0.423
C (2.08778, 1.33490, -4.61650)  -1.079
C (3.03368, 1.14440, -3.63030)  -1.153
C (2.64318, 0.67160, -2.38660)  -0.130
C (1.31758, 0.36200, -2.07390)  1.923
H (-2.76432, 2.62440, -1.77160)  0.231
H (-1.60342, 2.55680, -3.11800)  0.348
H (-1.03082, 2.33960, -1.44020)  0.360
H (-3.26022, 0.62860, -0.58070)  0.221
H (-1.58722, 0.01250, -0.33130)  -0.130
H (-2.79722, -0.93880, -1.27100)  0.326
H (-1.43772, 0.05730, -4.10640)  0.547
H (-1.10182, -0.99960, -2.74520)  -0.309
H (0.03848, 1.10970, -5.13460)  0.399
H (2.37018, 1.71430, -5.58910)  0.376
H (4.07778, 1.35540, -3.81790)  0.418
H (3.43588, 0.52500, -1.65460)  -0.208
C (5.85378, -1.81500, 0.59400)  -1.551
C (4.86588, -2.04320, -0.55300)  0.627
C (3.92778, -3.19750, -0.30600)  -0.566
C (4.31458, -4.49050, -0.63140)  0.007
C (3.47418, -5.55810, -0.38940)  -1.313
C (2.25448, -5.34600, 0.23100)  -0.146
C (1.85188, -4.07480, 0.61670)  1.668
C (0.63988, -3.91520, 1.51320)  -1.664
C (-0.50132, -3.02080, 1.01920)  -0.095
C (2.68198, -2.98460, 0.29510)  -1.070
N (2.31168, -1.69720, 0.72360)  2.138
C (2.70718, -1.46410, 1.97180)  -0.617
C (2.10088, -0.42490, 2.67160)  -0.683
C (2.38778, 0.20070, 3.89580)  -1.116
C (1.39498, 1.15430, 4.07000)  -1.620
C (0.54618, 1.05430, 2.96640)  -0.279
N (0.95698, 0.10420, 2.11140)  0.946
H (6.59078, -1.06800, 0.30040)  0.445
H (6.37178, -2.73920, 0.84810)  0.336
H (5.33548, -1.45140, 1.47810)  0.272
H (5.43388, -2.23050, -1.46760)  0.456
H (4.27998, -1.12990, -0.69840)  -0.715
H (5.29398, -4.64970, -1.05950)  0.472
H (3.77548, -6.55870, -0.66120)  0.390
H (1.61518, -6.19310, 0.44380)  0.320
H (0.99228, -3.51300, 2.47310)  0.280
H (0.23488, -4.91480, 1.70400)  0.509
H (-0.87042, -3.37830, 0.05840)  -0.159
H (-1.31892, -3.04200, 1.74220)  0.595
H (-0.15962, -1.97230, 0.91170)  0.060
H (3.43458, -2.11890, 2.45420)  0.734
H (3.22608, -0.02500, 4.53170)  0.527
H (1.28898, 1.85100, 4.88400)  0.529
H (-0.34772, 1.63160, 2.78710)  0.540
C (-8.13922, 0.41290, 3.68700)  -1.582
C (-6.83382, 0.96310, 3.18650)  0.798
C (-6.77752, 1.78190, 2.07220)  -1.102
C (-5.57312, 2.30800, 1.62540)  0.942
C (-5.56332, 3.18560, 0.40950)  -1.218
C (-4.38532, 2.00850, 2.28950)  -0.542
Te (-2.47292, 2.68620, 1.44070)  1.271
N (0.37598, 1.43830, -0.05430)  0.734
C (0.66638, 2.55260, 0.51710)  -1.177
O (-0.21082, 3.46550, 0.70720)  -0.790
C (2.04908, 2.88080, 1.01130)  0.613
C (2.22718, 4.07360, 1.70800)  -0.780
C (3.46888, 4.42540, 2.19680)  -0.730
C (4.56088, 3.59580, 1.99170)  -0.681
C (4.39048, 2.39990, 1.31060)  -0.749
C (3.14338, 2.03860, 0.83390)  1.241
C (-2.89212, 4.65660, 2.12840)  0.373
C (-3.39452, 4.79360, 3.41440)  -0.234
C (-3.66082, 6.03730, 3.95670)  -0.917
C (-3.42152, 7.17460, 3.20460)  -0.567
C (-2.94372, 7.04450, 1.91060)  -0.744
C (-2.68082, 5.79850, 1.35440)  0.924
C (-2.21522, 5.69070, -0.06040)  -1.126
C (-4.43242, 1.17500, 3.40980)  1.329
C (-3.18362, 0.80190, 4.15900)  -1.418
C (-5.64912, 0.67090, 3.84590)  -1.124
H (-8.94622, 0.62890, 2.98900)  0.339
H (-8.39152, 0.85800, 4.65110)  0.321
H (-8.07312, -0.66620, 3.82530)  0.352
H (-7.68772, 2.00470, 1.52990)  0.295
H (-6.57142, 3.32770, 0.02490)  0.426
H (-4.95112, 2.73400, -0.37240)  0.066
H (-5.13622, 4.15910, 0.64800)  0.188
H (1.37188, 4.71470, 1.87000)  0.402
H (3.58448, 5.35430, 2.74150)  0.408
H (5.53768, 3.88410, 2.35940)  0.370
H (5.23798, 1.74700, 1.14330)  0.478
H (3.00008, 1.08250, 0.32930)  -0.383
H (-3.59312, 3.90500, 3.99750)  0.254
H (-4.05022, 6.11620, 4.96370)  0.437
H (-3.60762, 8.15900, 3.61810)  0.350
H (-2.77972, 7.93590, 1.31460)  0.358
H (-3.00172, 5.25060, -0.67570)  0.220
H (-1.34842, 5.03800, -0.10710)  0.061
H (-1.96142, 6.67010, -0.46180)  0.413
H (-2.63652, 1.69030, 4.47450)  0.264
H (-2.51822, 0.21730, 3.52320)  0.099
H (-3.42522, 0.21110, 5.04240)  0.413
H (-5.67962, 0.02830, 4.71710)  0.329
O (0.65748, -2.13020, -1.45380)  -0.916
S (0.26498, -2.84990, -2.74590)  0.001
C (0.39528, -4.61280, -2.48580)  0.726
C (-0.82762, -5.22990, -2.15620)  -0.594
C (-0.93802, -6.59750, -2.10690)  -0.808
C (0.15788, -7.40050, -2.41550)  -0.651
C (1.35878, -6.79720, -2.78430)  -0.643
C (1.48248, -5.42880, -2.82710)  -0.074
C (1.59418, -2.56550, -3.89150)  1.171
C (2.92278, -2.58800, -3.46470)  0.387
C (3.93268, -2.37130, -4.37470)  -0.806
C (3.63228, -2.10550, -5.70570)  -0.795
C (2.30388, -2.05500, -6.12100)  -0.823
C (1.28678, -2.29090, -5.22440)  -0.978
H (-1.68022, -4.60320, -1.93170)  0.436
H (-1.88592, -7.05100, -1.84770)  0.446
H (0.07468, -8.47590, -2.36790)  0.391
H (2.20348, -7.41590, -3.05230)  0.449
H (2.42068, -4.98440, -3.11740)  0.404
H (3.12638, -2.76470, -2.42000)  -0.056
H (4.96408, -2.39940, -4.05230)  0.400
H (4.42678, -1.93270, -6.41400)  0.402
H (2.07088, -1.82200, -7.15030)  0.396
H (0.25018, -2.26030, -5.52660)  0.419

Calculated values
2S+1: 2
Net charge: -1
Relative energy (zero: lowest compared OMol25 entry of this formula, charge and spin): 96.8 kcal per mole
LUMO (alpha / beta): 1.702 / 1.704 eV
Calculated total energy: -113488.1507 eV
Frontier orbital gap (alpha / beta): 0.206 / 0.209 Ha